120
Properties=species:S:1:pos:R:3 method="wB97M-V/def2-TZVPD" e_homo_ev=-10.180 homo_lumo_gap_ha=0.3483 e_lumo_ev=-0.7 de_lowest_ev=7.123
H -0.60138 -0.87041 4.61970
H -1.81091 -0.49893 5.37062
O -1.53698 -1.12115 4.66095
H -4.18468 0.54446 -2.68876
H -3.36356 -0.14811 -3.91693
O -3.78169 -0.23836 -3.06203
H 1.63680 1.72733 1.30537
H 2.71127 2.53638 0.69315
O 2.58107 1.77579 1.26493
H -0.84619 0.03966 -5.84130
H -0.68501 0.52042 -4.38823
O -1.22373 -0.02822 -4.95639
H 3.78564 -2.90787 -0.08035
H 4.74964 -3.06068 0.97180
O 3.90629 -3.46347 0.72771
H 2.22298 -1.48136 3.19023
O 1.40541 -1.08055 2.80248
H 5.04204 1.92088 2.56996
O 5.28484 1.77998 1.65404
H -4.91033 1.50075 0.36996
H -4.78306 0.53323 1.36008
O -4.77466 0.54336 0.35741
H 1.56829 2.05303 -3.96139
H 1.09050 1.71310 -2.53416
O 0.78820 1.74634 -3.44479
H -3.97239 3.77304 0.46413
H -3.02114 2.52122 0.21849
O -3.39283 3.34046 -0.15790
H -3.95194 -3.82320 2.27708
H -3.58033 -5.08161 3.21110
O -3.27163 -4.45882 2.56221
H -5.99187 -1.76490 -1.12080
O -6.27861 -2.55271 -0.64505
H 1.01421 -0.15930 -0.91329
H -0.26324 0.09409 -0.09782
O 0.68795 0.16957 -0.07280
H -3.78360 -1.32490 0.60221
H -4.07160 -2.76262 0.32585
O -4.28191 -2.13813 1.02538
H -1.66087 0.25263 1.68126
H -1.38904 -1.18340 2.23290
O -1.00819 -0.30393 2.14512
H -1.27641 2.22389 5.39997
H -1.42279 1.08927 4.59719
O -1.89200 1.48546 5.34135
H 3.86748 -2.44603 3.46922
H 2.76025 -3.50232 2.83177
O 3.26566 -3.20318 3.59107
H -1.99506 4.11188 -0.56594
H -1.46757 4.74327 -1.70518
O -1.08712 4.21881 -0.94949
H -2.21140 -4.35137 -1.82358
O -2.50039 -4.52962 -2.75171
H 1.59758 5.12883 -2.21441
H 2.25823 4.39112 -1.13971
O 2.36531 5.24091 -1.59630
H -1.72204 1.80758 -4.42863
O -1.83619 2.69987 -4.84095
H -0.74270 -3.78220 -0.96643
H -1.40959 -5.06218 -0.39495
O -1.47049 -4.06765 -0.40360
H -2.22678 0.64416 -1.29988
H -1.32245 2.15881 -1.47287
O -1.48852 1.27152 -1.16464
H 1.45212 -2.31353 -1.67027
H 0.79683 -1.35736 -2.65243
O 1.59173 -1.52611 -2.17834
H 3.99330 2.91638 -2.80912
H 3.63353 3.38568 -4.19030
O 4.09024 2.64815 -3.73400
H 2.94448 5.41417 0.28227
H 3.70841 4.55701 1.32559
O 2.85872 4.65635 0.88952
H -2.62648 -2.00263 -1.44663
H -2.15078 -1.82313 -0.10384
O -2.73284 -1.31116 -0.76054
H 1.06258 2.01825 -0.44170
H 0.46408 3.52949 -0.84224
O 1.18336 2.86369 -0.88922
H 2.55948 0.71952 5.31957
H 2.95671 2.26589 4.90349
O 3.08493 1.49354 5.42266
H -0.61428 3.82350 1.22155
H 0.82812 4.15848 1.72783
O -0.07270 3.87786 2.01131
H 4.90835 -2.03844 -2.50306
H 3.45683 -1.77761 -2.04634
O 4.28380 -2.20696 -1.78464
H 1.57274 -2.27566 1.08603
O 0.82667 -2.79964 0.84190
H -0.68478 -6.07833 1.59598
H -1.85391 -6.41067 0.52559
O -0.91859 -6.41030 0.72582
H -2.45359 -5.46870 -2.93673
H 1.68090 -0.58702 2.03909
H -2.36413 2.60250 -5.62520
H 4.37979 1.71688 1.28565
H -5.64482 -2.88100 0.01753
H 0.26727 -2.82988 1.62067
O 3.52579 0.05669 -0.30556
H 3.17987 -0.05721 0.58772
H 4.35304 0.44942 -0.03386
O -1.12751 -1.62793 -2.84570
H -1.46417 -2.23865 -3.52225
H -1.71701 -0.87074 -2.94223
O 4.40291 -0.86796 3.37880
H 4.77184 -0.47941 4.17654
H 5.03246 -0.75314 2.65123
O -0.98038 -3.79912 4.24175
H -1.07632 -2.96923 4.69822
H -1.48613 -3.81029 3.40473
O 1.70808 -0.78878 -5.75967
H 2.66688 -0.62684 -5.90122
H 1.48578 -0.35333 -4.92746
O -2.18926 4.74757 -3.27590
H -1.97233 4.28440 -4.13365
H -3.02028 5.13361 -3.53519
O 0.66499 1.74690 3.49507
H 0.21173 0.94868 3.24475
H 0.46520 2.42223 2.78196